The following is a quantum chemistry calculation of a 2-piece molecular cluster, C7H19N5 overall at a distorted geometry, from the Open Molecules 2025 dataset.

The geometry in XYZ format:
```
31
C7H19N5 | the Open Molecules 2025 dataset | ωB97M-V with the def2-TZVPD basis set
C 4.3275 -0.0074 -0.2778
C 3.7102 0.3627 -1.2321
C -2.4835 -0.4955 -1.0555
C -3.9007 -0.1264 -1.2454
C 0.1654 -1.6091 1.4885
C 0.2585 -1.1603 0.0320
C -2.3162 1.4034 0.5670
N -1.7048 0.3130 -0.4094
N 3.0931 0.7460 -2.2843
N -1.3760 1.8987 1.4204
N -0.3148 0.2432 -0.2780
N 5.1192 0.0072 0.8801
H -1.9744 -1.3284 -1.6134
H -3.9826 0.7299 -1.9549
H -4.2856 -0.1134 -0.2187
H -4.3085 -0.8976 -1.7847
H -0.8599 -1.9528 1.5979
H 0.7901 -2.4944 1.6406
H 0.4155 -0.8024 2.1678
H -0.1642 -1.8092 -0.8199
H 1.3137 -1.0290 -0.0885
H -2.9775 0.8131 1.2957
H -2.9126 2.0469 -0.1105
H 2.2232 0.3770 -2.6754
H 3.6689 1.3421 -2.9637
H -1.0898 2.8281 1.2718
H -0.1035 0.9096 0.3761
H -1.5650 1.5500 2.4254
H 4.7440 0.3443 1.7257
H 6.1583 0.3007 0.7931
H 5.2484 -1.0810 1.0226
```

Values from the calculation:
* ΔE to the lowest compared entry with this formula, charge and spin: 119.5 kcal per mole
* max |F|: 5.62 eV Å⁻¹
* charge: +2
* HOMO energy: -15.725 eV
* Kohn-Sham gap: 9.560 eV

Löwdin charges, unit e, in atom order: atom 1 (C): -0.05, atom 2 (C): -0.18, atom 3 (C): -0.05, atom 4 (C): -0.02, atom 5 (C): -0.07, atom 6 (C): -0.19, atom 7 (C): -0.18, atom 8 (N): -0.06, atom 9 (N): 0.12, atom 10 (N): 0.03, atom 11 (N): 0.03, atom 12 (N): 0.18, atom 13 (H): 0.16, atom 14 (H): 0.14, atom 15 (H): 0.11, atom 16 (H): 0.06, atom 17 (H): 0.07, atom 18 (H): 0.09, atom 19 (H): 0.08, atom 20 (H): 0.13, atom 21 (H): 0.07, atom 22 (H): 0.16, atom 23 (H): 0.15, atom 24 (H): 0.13, atom 25 (H): 0.18, atom 26 (H): 0.10, atom 27 (H): 0.04, atom 28 (H): 0.17, atom 29 (H): 0.15, atom 30 (H): 0.24, atom 31 (H): 0.23


The following is a quantum chemistry calculation of a 2-piece molecular cluster, C3H7N2O2S overall at a distorted geometry, from the Open Molecules 2025 dataset.

The geometry in XYZ format:
```
15
C3H7N2O2S | the Open Molecules 2025 dataset | ωB97M-V with the def2-TZVPD basis set
C 1.8267 -0.1170 -0.0966
C -0.2368 -1.0945 1.1048
C 0.4981 -0.7494 -0.0974
N -1.6794 0.7152 -1.4714
N -0.5963 1.0139 -0.7077
O 2.7220 -0.3671 -0.8823
O 2.0618 0.7543 0.8735
S -0.8441 1.9322 0.6567
H 0.1565 -1.9447 1.7107
H -0.2029 -0.2892 1.7780
H -1.1681 -1.5102 0.9388
H 0.2974 -1.3700 -0.9954
H -2.5203 1.2021 -1.2263
H -1.4735 0.7237 -2.4983
H 1.1589 1.1005 0.9130
```

Values from the calculation:
* ΔE to the lowest compared entry with this formula, charge and spin: 86.6 kcal per mole
* max |F|: 2.97 eV Å⁻¹
* charge: -1
* HOMO energy (spin up / spin down): -2.473 / -2.420 eV
* Kohn-Sham gap (spin up / spin down): 6.198 / 6.156 eV

Löwdin charges, unit e, in atom order: atom 1 (C): -0.62, atom 2 (C): -0.18, atom 3 (C): -0.17, atom 4 (N): -0.12, atom 5 (N): -0.64, atom 6 (O): 0.03, atom 7 (O): 0.05, atom 8 (S): 0.37, atom 9 (H): 0.08, atom 10 (H): 0.00, atom 11 (H): 0.04, atom 12 (H): 0.11, atom 13 (H): 0.02, atom 14 (H): 0.08, atom 15 (H): -0.05


The following is a quantum chemistry calculation of one molecule with the formula C14H19N3O3S2 at a distorted geometry, from the Open Molecules 2025 dataset.

The geometry in XYZ format:
```
41
C14H19N3O3S2 | the Open Molecules 2025 dataset | ωB97M-V with the def2-TZVPD basis set
C 3.1873 0.1053 2.0011
H 4.0058 0.7606 1.8854
O 1.9780 1.1273 2.0232
C 0.8686 0.7357 2.2408
C 0.5901 -0.4388 2.5009
C -0.7012 -0.9759 2.5770
C -1.5788 -0.0795 2.5893
C -1.4413 1.4890 2.3135
C -0.0892 1.7935 2.1206
H 0.2164 2.7411 2.0909
H -2.2797 2.0548 2.1584
S -3.4835 -0.3385 2.4190
O -3.6094 -1.4342 3.5148
O -4.3871 0.6473 2.7049
N -3.6812 -0.9100 0.9578
C -2.8158 -0.6336 -0.0343
N -2.4871 0.7001 0.0459
N -1.6640 0.9194 -1.0750
C -1.5684 0.0079 -1.8302
C -0.4209 -0.1082 -2.9699
H -0.5821 -0.7587 -3.6133
H -0.5473 0.7604 -3.6387
C 0.9719 -0.0698 -2.5094
C 1.3869 1.1545 -1.7791
H 0.4557 1.7096 -1.0818
H 2.2557 1.3038 -1.2497
H 1.3973 2.2034 -2.2821
C 1.1154 -1.1673 -1.5630
H 0.8253 -1.0888 -0.5469
H 2.3303 -1.3194 -1.1836
H 0.8185 -2.0705 -1.9834
C 1.9557 -0.0177 -3.6650
H 2.9424 -0.1248 -3.3492
H 1.8512 0.6929 -4.2973
H 1.8464 -1.0939 -4.1050
S -2.3315 -1.6111 -1.3961
H -3.9254 -1.8642 0.9332
H -1.0718 -2.2375 2.7064
H 1.2519 -1.4377 2.3395
H 3.3198 -0.4486 2.7512
H 3.0953 -0.6779 1.2794
```

Values from the calculation:
* ΔE to the lowest compared entry with this formula, charge and spin: 339.8 kcal per mole
* max |F|: 13.73 eV Å⁻¹
* SMILES: COc1ccc(S(=O)(=O)Nc2nnc(CC(C)(C)C)s2)cc1
* charge: 0
* HOMO energy: -8.562 eV
* Kohn-Sham gap: 8.618 eV

Löwdin charges, unit e, in atom order: atom 1 (C): 0.09, atom 2 (H): 0.09, atom 3 (O): 0.04, atom 4 (C): -0.53, atom 5 (C): -0.08, atom 6 (C): -0.12, atom 7 (C): -0.24, atom 8 (C): 0.04, atom 9 (C): 0.05, atom 10 (H): 0.08, atom 11 (H): 0.06, atom 12 (S): 0.67, atom 13 (O): -0.39, atom 14 (O): -0.24, atom 15 (N): -0.11, atom 16 (C): -0.67, atom 17 (N): 0.07, atom 18 (N): 0.03, atom 19 (C): -0.51, atom 20 (C): -0.11, atom 21 (H): 0.02, atom 22 (H): 0.14, atom 23 (C): -0.67, atom 24 (C): -0.09, atom 25 (H): 0.15, atom 26 (H): 0.04, atom 27 (H): 0.11, atom 28 (C): -0.07, atom 29 (H): 0.05, atom 30 (H): 0.16, atom 31 (H): 0.06, atom 32 (C): -0.02, atom 33 (H): 0.07, atom 34 (H): 0.02, atom 35 (H): 0.13, atom 36 (S): 1.08, atom 37 (H): 0.11, atom 38 (H): 0.23, atom 39 (H): 0.17, atom 40 (H): 0.00, atom 41 (H): 0.08


The following is a quantum chemistry calculation of C29H24N8O4RhS as an isolated structure, from the Open Molecules 2025 dataset.

The geometry in XYZ format:
```
67
C29H24N8O4RhS | the Open Molecules 2025 dataset | ωB97M-V with the def2-TZVPD basis set
Rh 0.2418 0.2445 -0.1735
C -2.5312 -2.0672 -2.5568
C -1.3873 -1.3588 -2.1980
N -1.3744 -0.6327 -1.0902
C -2.4934 -0.5929 -0.3253
C -3.6073 -1.3175 -0.7123
N -3.6276 -2.0510 -1.8193
C -2.4000 0.2037 0.9235
C -3.4063 0.4772 1.8296
C -3.1105 1.2149 2.9816
C -1.7981 1.6504 3.1825
C -0.8327 1.3675 2.2330
N -1.1723 0.6735 1.1487
C 0.6145 1.6881 2.2869
C 1.2039 2.4368 3.2842
N 2.5193 2.6321 3.3470
C 3.2535 2.0460 2.4249
C 2.6947 1.2975 1.3845
N 1.3838 1.1489 1.2987
C -4.1705 1.5176 3.9797
C -5.3656 0.8029 4.0129
C -6.3200 1.1240 4.9657
N -6.1699 2.0908 5.8628
C -5.0318 2.7735 5.8316
C -4.0124 2.5290 4.9244
H -2.5412 -2.6670 -3.4578
H -0.4827 -1.3502 -2.7904
H -4.5070 -1.3172 -0.1100
H -4.4095 0.1306 1.6387
H -1.5232 2.1749 4.0840
H 0.6068 2.8922 4.0640
H 4.3271 2.1723 2.4783
H 3.3061 0.8396 0.6258
H -5.5703 -0.0182 3.3416
H -7.2500 0.5691 5.0079
H -4.9238 3.5623 6.5668
H -3.1321 3.1540 4.9634
C 0.5857 1.2016 -7.9023
C 1.0643 1.0300 -6.4894
C 1.0164 -0.2154 -5.8652
C 1.4968 -0.3861 -4.5781
C 2.0284 0.6947 -3.8904
C 2.0916 1.9414 -4.4938
C 1.6082 2.1008 -5.7846
S 2.6829 0.4763 -2.2551
O 3.9387 -0.2134 -2.3671
O 2.6688 1.7976 -1.6644
N 1.6044 -0.4564 -1.5067
C 1.9229 -1.8555 -1.2049
C 1.4842 -2.2442 0.2107
O 1.8695 -3.2366 0.7619
O 0.5666 -1.4431 0.7579
H -0.1886 0.4771 -8.1507
H 1.4101 1.0562 -8.6028
H 0.1873 2.2017 -8.0689
H 0.6085 -1.0636 -6.4017
H 1.4754 -1.3652 -4.1134
H 2.5246 2.7743 -3.9551
H 1.6690 3.0732 -6.2597
H 2.9800 -2.0704 -1.3446
H 1.3742 -2.5234 -1.8816
C -0.5122 4.1692 -2.5101
C -0.2712 2.9643 -1.7391
N -0.0822 1.9920 -1.1720
H 0.0470 4.0971 -3.4430
H -0.1717 5.0372 -1.9481
H -1.5756 4.2610 -2.7229
```

Values from the calculation:
* max |F|: 0.37 eV Å⁻¹
* charge: +1
* HOMO energy: -11.158 eV
* Kohn-Sham gap: 6.761 eV

Löwdin charges, unit e, in atom order: atom 1 (Rh): 1.18, atom 2 (C): -0.06, atom 3 (C): -0.04, atom 4 (N): 0.02, atom 5 (C): -0.14, atom 6 (C): -0.03, atom 7 (N): 0.12, atom 8 (C): -0.15, atom 9 (C): 0.08, atom 10 (C): -0.09, atom 11 (C): 0.08, atom 12 (C): -0.15, atom 13 (N): 0.00, atom 14 (C): -0.14, atom 15 (C): -0.04, atom 16 (N): 0.12, atom 17 (C): -0.05, atom 18 (C): -0.03, atom 19 (N): 0.03, atom 20 (C): -0.16, atom 21 (C): -0.01, atom 22 (C): -0.12, atom 23 (N): 0.08, atom 24 (C): -0.12, atom 25 (C): -0.01, atom 26 (H): 0.13, atom 27 (H): 0.10, atom 28 (H): 0.13, atom 29 (H): 0.11, atom 30 (H): 0.11, atom 31 (H): 0.12, atom 32 (H): 0.13, atom 33 (H): 0.12, atom 34 (H): 0.11, atom 35 (H): 0.12, atom 36 (H): 0.12, atom 37 (H): 0.11, atom 38 (C): -0.04, atom 39 (C): -0.26, atom 40 (C): -0.03, atom 41 (C): -0.07, atom 42 (C): -0.28, atom 43 (C): -0.06, atom 44 (C): -0.03, atom 45 (S): 0.56, atom 46 (O): -0.28, atom 47 (O): -0.35, atom 48 (N): -0.34, atom 49 (C): -0.17, atom 50 (C): -0.58, atom 51 (O): 0.11, atom 52 (O): -0.17, atom 53 (H): 0.08, atom 54 (H): 0.09, atom 55 (H): 0.08, atom 56 (H): 0.12, atom 57 (H): 0.11, atom 58 (H): 0.11, atom 59 (H): 0.12, atom 60 (H): 0.12, atom 61 (H): 0.11, atom 62 (C): 0.00, atom 63 (C): -0.13, atom 64 (N): 0.11, atom 65 (H): 0.09, atom 66 (H): 0.10, atom 67 (H): 0.10